Entry 1:
72
Properties=species:S:1:pos:R:3 method="wB97M-V/def2-TZVPD" s_squared=2.023 spin_multiplicity=3 homo_energy_ev="-3.7503 / -5.5397" e_lumo_ev="1.79 / 1.26" e_above_lowest_ev=0.445 gap_ev="5.54 / 6.80" charge=-1
W 0.1007 -0.1122 -0.0674
C 0.9923 -3.5198 2.3776
C 1.0488 -2.0506 2.1052
O 0.2520 -1.6523 1.1834
C 1.8487 -1.2025 2.7977
C 1.8226 0.1990 2.6031
C 2.6254 1.0461 3.5394
N 1.1253 0.7717 1.6578
N 1.1657 2.1664 1.7206
C 0.5731 2.6464 0.6978
O 0.0622 1.8493 -0.1959
C 0.4197 4.0952 0.4761
C -0.2304 4.5400 -0.6703
C -0.3858 5.9013 -0.8947
C 0.0991 6.8152 0.0308
C 0.7471 6.3684 1.1783
C 0.9104 5.0116 1.4019
H 0.5548 -4.0356 1.5238
H 0.3749 -3.7155 3.2584
H 1.9942 -3.9080 2.5641
H 2.4881 -1.5996 3.5737
H 3.1860 0.4136 4.2271
H 1.9746 1.7184 4.0997
H 3.3094 1.6788 2.9733
H -0.5969 3.8150 -1.3874
H -0.8805 6.2408 -1.7964
H -0.0258 7.8779 -0.1416
H 1.1298 7.0822 1.8985
H 1.4106 4.6472 2.2910
N -2.4552 -2.3898 -1.0549
C -1.2396 -2.8285 -1.3984
N -1.1952 -4.0635 -1.9107
C 0.0318 -4.5260 -2.1601
N 0.0993 -5.7810 -2.6944
N 1.1716 -3.9164 -1.9025
C 1.0570 -2.6772 -1.3836
N -0.1577 -2.0411 -1.2079
C 2.2401 -2.0160 -0.9801
C 3.5238 -2.5853 -1.1789
C 4.6422 -1.8746 -0.8686
C 4.5111 -0.5543 -0.3631
C 3.2579 -0.0624 -0.1519
N 2.1362 -0.7682 -0.4052
H -3.2200 -2.9605 -1.3664
H -2.6076 -1.4081 -0.8789
H -0.7525 -6.1474 -3.0786
H 0.9718 -6.0552 -3.1073
H 3.5673 -3.5772 -1.6041
H 5.6256 -2.2986 -1.0370
H 5.3699 0.0728 -0.1629
H 3.1164 0.9482 0.2085
S -1.9593 0.6306 -1.5699
C -2.7923 1.6791 -0.4526
C -3.5216 2.7640 -0.9269
C -4.2041 3.6043 -0.0569
C -4.9517 4.7222 -0.5848
N -5.5525 5.6068 -1.0094
C -4.1522 3.3591 1.3204
C -3.4192 2.2774 1.7955
C -2.7420 1.4315 0.9248
S -1.8690 0.0389 1.5168
C -4.8403 4.2192 2.2531
N -5.3964 4.8953 2.9992
H -3.5457 2.9678 -1.9908
H -3.3650 2.0961 2.8613
N 0.7439 0.3393 -2.1834
C 1.3261 1.2725 -2.5671
C 2.0072 2.3762 -3.0276
C 1.2764 3.4926 -3.5381
N 0.6849 4.3950 -3.9488
C 3.4302 2.4338 -2.9106
N 4.5787 2.4833 -2.8055

Entry 2:
73
Properties=species:S:1:pos:R:3 method="wB97M-V/def2-TZVPD" homo_energy_ev=-9.8619 smiles="C[C@H](Cl)C[C@@](C#N)([C@@H](Br)C#N)S(=O)(=O)C(F)(F)F.O=C1C=CC(=O)C=C1.O=C1C=CC(=O)C=C1.O=C1C=CC(=O)C=C1.O=C1C=CC(=O)C=C1" e_lumo_ev=-1.65 gap_ev=8.22 charge=0
C 4.9494 0.7716 0.8714
C 3.5195 1.2507 0.2284
Cl 3.9898 2.0270 -1.4021
C 2.9033 2.3035 1.2680
C 1.3444 2.6709 1.0793
C 0.7015 2.6303 2.5762
N 0.2583 2.4134 3.6888
C 1.1268 4.2255 0.5947
Br 1.8229 5.5296 1.9704
C 1.7665 4.5416 -0.8314
N 2.1471 4.7225 -1.9729
S 0.3532 1.5011 0.0359
O 0.4239 0.1176 0.6801
O 0.8136 1.4250 -1.4173
C -1.4831 1.9090 -0.0563
F -1.8699 2.2906 -1.3753
F -1.9212 2.8752 0.8910
F -2.2190 0.7002 0.2372
H 4.6528 0.1246 1.7937
H 5.5070 0.0729 0.1538
H 5.5615 1.6630 1.2467
H 2.9211 0.2870 0.0823
H 3.0976 1.9759 2.3555
H 3.4959 3.2950 1.1248
H -0.0010 4.4809 0.5085
O 0.8204 1.0431 9.2251
C 1.6527 1.0161 8.3374
C 3.0980 0.9547 8.6418
C 4.0095 0.9275 7.6683
C 3.6135 0.9558 6.2446
O 4.4465 0.9289 5.3554
C 2.1691 1.0171 5.9404
C 1.2572 1.0444 6.9133
H 3.3710 0.9339 9.6897
H 5.0720 0.8833 7.8731
H 1.8964 1.0380 4.8930
H 0.1949 1.0887 6.7079
O 1.4734 -3.6682 -5.2491
C 2.2761 -2.9325 -4.7048
C 3.7115 -3.2813 -4.6351
C 4.5912 -2.4765 -4.0367
C 4.1693 -1.2011 -3.4195
O 4.9725 -0.4652 -2.8741
C 2.7350 -0.8520 -3.4891
C 1.8545 -1.6566 -4.0872
H 4.0042 -4.2185 -5.0927
H 5.6454 -2.7168 -3.9757
H 2.4427 0.0853 -3.0311
H 0.8005 -1.4159 -4.1471
O -5.8290 -2.1396 -1.6150
C -5.7805 -1.9838 -0.4081
C -4.6171 -1.3394 0.2362
C -4.5636 -1.1709 1.5587
C -5.6657 -1.6198 2.4355
O -5.6171 -1.4639 3.6418
C -6.8294 -2.2643 1.7909
C -6.8828 -2.4327 0.4686
H -3.8189 -1.0159 -0.4200
H -3.7187 -0.7015 2.0473
H -7.6278 -2.5881 2.4472
H -7.7275 -2.9020 -0.0201
O -6.1921 -1.3328 -6.4689
C -5.0883 -1.5323 -5.9957
C -4.2393 -2.6452 -6.4705
C -3.0308 -2.8644 -5.9499
C -2.4888 -2.0033 -4.8780
O -1.3847 -2.2032 -4.4049
C -3.3376 -0.8905 -4.4033
C -4.5459 -0.6713 -4.9236
H -4.6509 -3.2660 -7.2567
H -2.3959 -3.6751 -6.2850
H -2.9259 -0.2697 -3.6170
H -5.1806 0.1394 -4.5883

Entry 3:
70
Properties=species:S:1:pos:R:3 method="wB97M-V/def2-TZVPD" homo_energy_ev=-7.3079 e_lumo_ev=-0.51 e_above_lowest_ev=1.314 gap_ev=6.80 charge=0
Sr 1.4543 0.8421 -0.5182
C -3.2308 -2.3081 6.5444
O -4.5116 -2.0266 6.0131
C -4.6793 -2.0727 4.6582
C -3.6976 -2.4710 3.7506
C -3.9724 -2.4618 2.3917
C -5.2171 -2.0718 1.9288
C -6.2119 -1.7365 2.8382
C -5.9423 -1.7127 4.1917
N -5.5902 -2.1559 0.5444
N -4.8875 -1.6791 -0.3485
C -3.7480 -0.8524 -0.0872
C -3.7608 0.2427 0.7389
C -2.6670 1.1083 0.8332
C -1.4952 0.9143 0.1105
O -0.4610 1.6949 0.1915
C -1.4712 -0.2557 -0.7584
N -0.3121 -0.5228 -1.4354
C -0.2528 -1.5698 -2.2228
C -1.3402 -2.4322 -2.4374
C -2.5026 -2.1943 -1.7656
C -2.5975 -1.0971 -0.8780
H -3.3036 -2.1362 7.6152
H -2.4726 -1.6457 6.1211
H -2.9457 -3.3468 6.3650
H -2.7263 -2.7948 4.0841
H -3.2054 -2.7668 1.6911
H -7.1969 -1.4864 2.4692
H -6.7017 -1.4380 4.9093
H -4.6469 0.4553 1.3235
H -2.7202 1.9759 1.4782
H 0.6964 -1.7512 -2.7162
H -1.2422 -3.2652 -3.1156
H -3.3660 -2.8333 -1.8959
O 5.8667 -3.3589 0.2598
C 6.0261 -2.8983 -0.9620
O 6.9001 -3.2982 -1.6882
C 5.0718 -1.8388 -1.4539
C 5.1574 -1.3079 -2.7268
Cl 6.3040 -1.7006 -3.9142
N 4.1654 -0.3922 -2.8934
N 3.4390 -0.3053 -1.7551
C 3.9643 -1.1605 -0.8829
C 3.3614 -1.2879 0.5248
O 3.8380 -2.1380 1.2704
O 2.4153 -0.5068 0.8206
C 3.7948 0.4468 -4.0066
C 2.7321 1.3357 -3.8591
C 2.3423 2.1604 -4.8991
C 3.0022 2.1213 -6.1165
C 4.0535 1.2372 -6.2686
C 4.4517 0.4048 -5.2320
H 5.0898 -2.9280 0.7276
H 2.1723 1.4047 -2.9396
H 1.5117 2.8347 -4.7475
H 2.6990 2.7647 -6.9290
H 4.5855 1.1803 -7.2077
H 5.2719 -0.2648 -5.4061
S 3.1552 3.0739 0.2397
C 1.8190 3.8881 0.8968
N 1.3350 3.5012 2.1045
C 0.2475 4.0314 2.7108
C -0.4331 5.0458 2.1193
C 0.0215 5.5035 0.8654
C 1.1116 4.9423 0.2682
H 1.8208 2.7203 2.5391
H -0.0240 3.5971 3.6611
H -1.2981 5.4725 2.6000
H -0.5085 6.3039 0.3675
H 1.4624 5.2670 -0.7000